Entry 1:
C57H92BClN3O15PS2 | ωB97M-V/def2-TZVPD

* E_HOMO: -0.2955 Eh
* DFT total energy: -139930.592 eV

XYZ file:
```
172
Properties=species:S:1:pos:R:3:mulliken_charge:R:1
C 4.442 -3.035 5.262 -1.201
C 4.187 -1.885 4.616 -0.018
C 2.793 -1.606 4.158 -0.881
N 2.627 -0.953 2.820 1.394
C 3.697 -0.126 2.419 -3.101
C 3.908 1.058 3.125 1.251
Cl 2.880 1.526 4.433 -0.263
C 4.942 1.919 2.791 1.019
O 5.133 3.073 3.537 -0.473
N 4.094 4.031 3.315 0.336
O 4.314 5.004 3.905 -0.472
C 5.833 1.654 1.755 0.661
C 6.964 2.575 1.368 -1.747
C 6.478 3.987 1.011 -0.579
C 6.052 4.027 -0.473 0.508
C 4.842 4.961 -0.723 -1.182
C 3.649 4.148 -1.283 -0.925
C 2.574 3.881 -0.215 0.597
O 1.341 4.592 -0.453 -0.488
C 0.430 3.818 -1.095 1.065
C -0.930 3.716 -0.488 -0.754
O 0.720 3.197 -2.088 -0.595
C 5.621 0.471 1.052 -0.538
N 6.474 0.095 -0.067 -0.707
C 6.014 0.471 -1.136 0.780
O 5.633 0.757 -2.164 -0.402
C 4.581 -0.387 1.388 2.199
S 4.436 -1.845 0.388 -0.709
C 2.754 -2.308 0.720 1.787
C 2.140 -3.171 -0.189 0.387
P 2.964 -3.828 -1.685 0.497
S 1.581 -4.282 -3.006 -0.392
C 0.840 -3.589 0.043 -1.646
C 0.165 -3.118 1.162 0.425
B -1.313 -3.641 1.423 0.311
O -1.414 -4.870 2.063 -0.670
C -2.628 -2.895 0.987 0.040
C -3.411 -2.475 2.263 -1.008
C 0.783 -2.252 2.036 -0.294
O 0.057 -1.839 3.134 -0.572
C -0.259 -0.426 3.159 -1.086
C -0.524 0.235 1.808 1.419
C -1.535 1.380 1.987 -1.913
O 0.687 0.847 1.352 -0.115
C 2.101 -1.828 1.840 -1.411
H 5.166 -2.989 6.065 0.386
H 3.895 -3.931 5.002 0.323
H 5.008 -1.189 4.490 0.332
H 2.263 -2.554 4.156 0.527
H 2.277 -0.996 4.891 0.515
H 7.667 2.624 2.201 0.555
H 7.527 2.182 0.531 0.391
H 5.707 4.357 1.662 0.162
H 7.324 4.665 1.132 0.455
H 5.736 3.014 -0.717 -0.747
H 6.902 4.251 -1.110 0.509
H 4.563 5.449 0.207 0.486
H 5.129 5.751 -1.413 0.442
H 3.183 4.724 -2.077 0.399
H 3.976 3.209 -1.718 0.471
H 2.335 2.821 -0.196 -0.095
H 2.927 4.200 0.758 0.101
H -1.163 4.616 0.078 0.600
H -0.953 2.896 0.226 -0.936
H -1.671 3.586 -1.264 0.155
H 3.648 -4.994 -1.307 0.131
H 3.866 -2.874 -2.173 0.045
H 0.343 -4.271 -0.628 0.415
H -1.462 -4.782 3.020 0.316
H -3.224 -3.627 0.438 0.514
H -2.468 -2.052 0.320 -0.054
H -3.063 -1.492 2.568 0.160
H -3.167 -3.147 3.081 0.237
H -4.479 -2.485 2.089 0.369
H -1.161 -0.352 3.760 0.851
H 0.502 0.142 3.692 -0.145
H -0.953 -0.452 1.088 -0.157
H -1.863 1.516 3.017 0.559
H -1.115 2.322 1.653 0.707
H -2.431 1.188 1.400 0.274
H 1.114 0.303 0.683 0.094
C -6.745 4.041 -1.140 -0.470
C -6.236 2.688 -1.609 -0.321
C -4.776 2.987 -1.913 -0.563
O -4.381 4.031 -1.015 -0.369
C -5.545 4.579 -0.380 -0.793
H -7.643 3.981 -0.528 0.296
H -6.960 4.679 -2.002 0.179
H -6.309 1.965 -0.794 0.158
H -6.775 2.289 -2.468 0.607
H -4.650 3.352 -2.940 0.297
H -4.129 2.120 -1.771 0.199
H -5.552 4.243 0.663 0.279
H -5.490 5.668 -0.394 0.289
C -2.483 0.575 -3.481 -0.876
C -1.161 0.775 -2.745 -0.637
C -1.514 1.894 -1.776 1.047
O -2.904 1.741 -1.463 -0.202
C -3.495 0.801 -2.366 -0.294
H -2.581 -0.402 -3.950 0.436
H -2.598 1.339 -4.253 0.286
H -0.900 -0.134 -2.196 0.140
H -0.327 1.028 -3.397 0.401
H -1.372 2.878 -2.235 0.110
H -0.929 1.853 -0.856 -0.747
H -3.693 -0.127 -1.816 0.314
H -4.445 1.197 -2.728 0.318
C -10.101 -0.157 -0.953 -0.551
C -10.791 1.094 -1.482 -0.592
C -10.340 2.143 -0.478 -0.357
O -9.041 1.748 -0.023 -0.377
C -8.779 0.407 -0.454 -0.247
H -9.972 -0.938 -1.701 0.328
H -10.671 -0.574 -0.119 0.250
H -10.409 1.337 -2.477 0.271
H -11.874 1.007 -1.546 0.352
H -11.010 2.177 0.388 0.295
H -10.280 3.143 -0.910 0.258
H -8.038 0.445 -1.259 0.137
H -8.361 -0.166 0.375 0.287
C 0.264 -7.748 -6.016 -0.567
C -0.999 -7.369 -6.783 -0.617
C -1.677 -6.419 -5.805 -0.524
O -0.634 -5.774 -5.075 -0.369
C 0.608 -6.439 -5.317 0.036
H 1.071 -8.114 -6.651 0.304
H 0.035 -8.520 -5.277 0.335
H -0.733 -6.839 -7.700 0.268
H -1.625 -8.220 -7.051 0.357
H -2.309 -6.965 -5.095 0.287
H -2.288 -5.665 -6.303 0.272
H 1.222 -5.797 -5.958 0.142
H 1.131 -6.586 -4.376 0.040
C -4.820 9.643 -2.137 -0.557
C -4.451 8.721 -3.296 -0.576
C -5.249 7.470 -2.958 -0.030
O -6.422 7.908 -2.266 -0.408
C -6.282 9.285 -1.908 -0.431
H -4.672 10.700 -2.351 0.350
H -4.228 9.387 -1.255 0.264
H -4.802 9.149 -4.238 0.272
H -3.383 8.531 -3.385 0.331
H -4.685 6.808 -2.292 -0.028
H -5.540 6.903 -3.843 0.267
H -6.940 9.877 -2.552 0.275
H -6.596 9.422 -0.873 0.264
C 5.988 -7.960 -4.626 -0.613
C 4.728 -7.622 -5.417 -0.613
C 4.020 -6.660 -4.474 0.039
O 5.042 -5.978 -3.744 -0.361
C 6.299 -6.627 -3.959 -0.522
H 6.809 -8.326 -5.241 0.369
H 5.764 -8.716 -3.871 0.264
H 4.997 -7.111 -6.344 0.323
H 4.120 -8.490 -5.671 0.317
H 3.389 -7.199 -3.758 0.106
H 3.403 -5.930 -4.994 0.136
H 6.909 -5.990 -4.609 0.281
H 6.814 -6.741 -3.004 0.289
C 3.700 -2.862 10.370 -0.547
C 4.673 -1.685 10.380 -0.505
C 5.952 -2.336 9.871 -0.381
O 5.549 -3.386 8.987 -0.403
C 4.144 -3.616 9.125 -0.182
H 2.653 -2.567 10.336 0.333
H 3.852 -3.479 11.258 0.256
H 4.336 -0.918 9.679 0.233
H 4.793 -1.222 11.358 0.339
H 6.527 -2.778 10.691 0.254
H 6.596 -1.640 9.333 0.268
H 3.645 -3.228 8.230 0.046
H 3.956 -4.688 9.190 0.300
```

---

Entry 2:
C15H24N2O4 | ωB97M-V/def2-TZVPD

* E_HOMO: -0.3318 Eh
* energy above the lowest of the compared OMol25 structures with the same formula, charge and spin: 38.53 kJ/mol
* DFT total energy: -27115.634 eV

XYZ file:
```
45
Properties=species:S:1:pos:R:3:mulliken_charge:R:1
C -3.179 -2.442 1.034 -1.445
C -3.184 -1.603 -0.247 0.035
C -2.062 -2.025 -1.191 -1.355
N -3.125 -0.191 0.067 0.215
C -4.163 0.649 -0.148 0.654
O -5.241 0.333 -0.595 -0.701
C -3.726 2.037 0.299 -0.660
C -2.506 1.768 1.175 -0.916
C -1.944 0.464 0.578 0.256
C -0.986 0.820 -0.570 -0.388
O -1.402 1.040 -1.690 -0.670
N 0.328 0.920 -0.258 0.365
C 0.892 0.637 1.048 -0.429
C 2.354 1.058 1.111 -1.710
C 3.198 0.308 0.077 1.695
C 2.418 0.159 -1.251 -1.060
C 1.276 1.162 -1.331 -1.090
O 3.564 -0.955 0.594 -0.511
C 4.798 -1.299 0.006 -0.408
C 5.429 0.057 -0.371 -0.456
O 4.414 1.005 -0.111 -0.525
H -2.220 -2.373 1.545 0.294
H -3.962 -2.103 1.708 0.357
H -3.360 -3.485 0.790 0.455
H -4.149 -1.731 -0.751 0.455
H -2.220 -3.050 -1.514 0.491
H -2.046 -1.379 -2.064 0.349
H -1.094 -1.965 -0.695 0.196
H -4.533 2.557 0.812 0.399
H -3.458 2.601 -0.595 0.260
H -1.780 2.579 1.149 0.349
H -2.810 1.600 2.210 0.414
H -1.457 -0.170 1.321 0.674
H 0.336 1.179 1.818 0.511
H 0.837 -0.439 1.265 0.300
H 2.464 2.125 0.924 0.363
H 2.754 0.838 2.100 0.457
H 3.098 0.310 -2.090 0.421
H 2.018 -0.855 -1.303 0.325
H 1.666 2.184 -1.272 0.308
H 0.727 1.056 -2.269 0.552
H 5.378 -1.854 0.743 0.317
H 4.642 -1.925 -0.883 0.257
H 5.724 0.088 -1.426 0.284
H 6.291 0.308 0.252 0.314
```

---

Entry 3:
C4H8O2 | ωB97M-V/def2-TZVPD

* E_HOMO: -0.3764 Eh
* energy above the lowest of the compared OMol25 structures with the same formula, charge and spin: 63.36 kJ/mol
* DFT total energy: -8372.625 eV

XYZ file:
```
14
Properties=species:S:1:pos:R:3:mulliken_charge:R:1
C 1.830 0.027 0.073 -1.235
C 0.537 0.803 0.045 0.869
O 0.513 1.966 -0.313 -0.615
C -0.785 0.143 0.446 0.188
C -1.097 -1.088 -0.407 -1.248
O -1.816 1.081 0.326 -0.587
H 1.894 -0.664 0.919 0.346
H 1.920 -0.560 -0.849 0.286
H 2.658 0.739 0.106 0.370
H -0.690 -0.173 1.500 0.218
H -1.072 -0.832 -1.472 0.311
H -0.400 -1.912 -0.216 0.335
H -2.109 -1.425 -0.168 0.354
H -1.383 1.894 0.009 0.409
```

---

Entry 4:
C4H8N2S2 | ωB97M-V/def2-TZVPD

* E_HOMO: -0.3335 Eh
* energy above the lowest of the compared OMol25 structures with the same formula, charge and spin: 107.15 kJ/mol
* DFT total energy: -28927.198 eV

XYZ file:
```
16
Properties=species:S:1:pos:R:3:mulliken_charge:R:1
S 1.265 -1.757 1.502 -0.138
C 1.150 -0.457 0.179 -0.169
C 0.412 -1.031 -0.991 -0.323
N -0.712 -0.641 -1.495 -0.571
N -1.417 0.397 -0.935 -0.171
C -1.084 0.546 0.502 -0.732
C 0.422 0.822 0.635 -0.126
S 1.096 2.301 -0.291 -0.191
H 0.019 -2.149 1.354 0.107
H 2.169 -0.246 -0.133 0.371
H 0.820 -1.934 -1.444 0.407
H -2.398 0.179 -1.107 0.311
H -1.604 1.402 0.902 0.392
H -1.320 -0.333 1.106 0.297
H 0.682 0.994 1.683 0.364
H 0.499 1.909 -1.468 0.171
```

---

Going through the records in order, we get LUMO values of -0.189, 0.572, 0.853, 0.696 eV.